DFT (wB97M-V/def2-TZVPD) results for a cluster of 10 separate species, C54H134N10O2 in total in a non-equilibrium geometry.

Geometry as XYZ:
```
200
Properties=species:S:1:pos:R:3:forces:R:3
C 3.940 6.415 0.845 -0.3 -0.3 -0.6
C 5.254 5.700 0.498 0.6 -0.4 1.1
N 5.096 4.498 -0.360 -2.3 3.1 -1.2
C 4.053 3.532 0.026 1.7 -1.0 1.1
C 4.394 2.996 1.430 -0.7 0.4 -0.3
C 5.100 4.837 -1.793 1.0 -0.8 -1.1
C 5.652 3.635 -2.570 -0.4 -0.7 0.1
H 3.297 5.735 1.404 -0.2 0.4 0.1
H 3.435 6.760 -0.057 -0.1 -0.2 -0.1
H 4.176 7.327 1.393 0.1 -0.3 0.3
H 5.936 6.463 0.123 0.2 -0.7 -0.7
H 5.676 5.347 1.439 0.1 0.0 0.1
H 3.083 4.029 0.038 0.0 0.3 -0.2
H 4.042 2.706 -0.685 -0.1 0.3 -0.1
H 3.619 2.275 1.692 0.2 -0.2 0.1
H 5.395 2.567 1.474 -0.2 -0.1 0.0
H 4.309 3.827 2.130 0.1 -0.2 0.2
H 5.692 5.712 -2.062 0.4 0.0 0.8
H 4.103 5.154 -2.099 -0.5 -0.5 0.3
H 5.058 2.733 -2.426 0.0 0.0 0.4
H 6.648 3.440 -2.173 0.1 -0.1 -0.4
H 5.634 3.689 -3.659 0.3 0.8 0.1
C -4.635 1.489 4.699 0.3 -0.2 -0.5
C -3.674 0.334 4.368 0.3 0.0 -0.5
N -3.214 0.303 2.948 0.0 0.5 -0.6
C -2.097 1.241 2.685 -1.2 0.1 -0.7
C -1.981 1.675 1.186 0.2 -1.1 1.0
C -2.834 -1.059 2.431 0.3 1.9 0.9
C -4.029 -1.895 2.128 -0.4 -1.2 -0.2
H -4.100 2.439 4.678 0.0 0.1 0.0
H -5.073 1.373 5.690 0.1 -0.1 0.0
H -5.442 1.571 3.971 0.0 -0.2 0.0
H -2.819 0.418 5.040 0.4 0.1 0.1
H -4.100 -0.626 4.660 -0.3 -0.1 -0.4
H -2.212 2.156 3.268 -0.1 -0.1 0.3
H -1.180 0.737 2.988 0.6 0.1 0.1
H -1.909 0.744 0.624 0.2 0.1 -0.4
H -2.807 2.239 0.752 -0.1 0.1 0.5
H -1.041 2.217 1.087 0.0 0.1 -0.3
H -2.110 -1.423 3.160 -0.1 -0.9 0.2
H -2.230 -1.012 1.525 -0.1 0.7 0.0
H -3.788 -2.546 1.287 0.1 -0.4 0.1
H -4.898 -1.345 1.765 0.1 0.4 0.3
H -4.309 -2.531 2.967 -0.3 0.0 0.0
C -5.228 -7.576 -3.437 0.1 0.6 -0.5
C -3.798 -7.133 -3.924 -1.5 -0.7 0.6
N -2.894 -7.066 -2.796 -0.2 -0.5 1.0
C -3.141 -5.874 -1.984 1.6 -0.2 0.9
C -2.333 -5.983 -0.648 -0.6 -0.2 0.2
C -1.518 -7.185 -3.250 -0.5 -0.8 -0.2
C -1.193 -8.641 -3.570 1.0 0.2 -0.6
H -5.991 -7.626 -4.213 0.3 0.4 -0.5
H -5.620 -6.852 -2.723 0.1 -0.1 0.2
H -5.307 -8.578 -3.014 0.7 0.1 0.3
H -3.481 -7.844 -4.688 0.3 0.0 0.2
H -3.772 -6.142 -4.378 -0.6 0.2 -0.5
H -2.855 -5.006 -2.578 0.1 0.6 0.1
H -4.182 -5.724 -1.696 0.0 -0.4 -0.3
H -1.254 -6.128 -0.694 0.0 0.2 -0.5
H -2.488 -5.160 0.050 -0.2 0.3 -0.3
H -2.697 -6.849 -0.096 -0.1 -0.2 -0.1
H -0.762 -6.825 -2.553 -0.4 0.2 0.2
H -1.439 -6.625 -4.182 0.5 0.4 -0.3
H -1.629 -8.953 -4.519 -0.4 -0.2 0.3
H -1.362 -9.356 -2.764 -0.4 0.2 0.0
H -0.124 -8.671 -3.782 0.3 -0.1 0.0
C -7.097 -2.657 -3.825 1.0 -0.5 0.4
C -5.894 -3.396 -3.121 -0.9 0.8 -1.1
N -4.664 -2.593 -3.103 0.2 -0.5 -1.0
C -4.853 -1.395 -2.332 0.9 0.6 0.8
C -3.564 -1.003 -1.574 -0.4 -0.4 0.2
C -4.088 -2.241 -4.437 0.4 -1.3 0.5
C -3.658 -3.498 -5.286 -0.5 1.7 0.4
H -6.918 -2.491 -4.887 0.1 -0.2 0.0
H -7.193 -1.671 -3.371 -0.4 -0.1 0.1
H -8.002 -3.257 -3.727 -0.1 0.2 0.1
H -6.186 -3.616 -2.095 0.2 0.1 0.1
H -5.764 -4.364 -3.605 0.4 0.0 -0.1
H -5.659 -1.524 -1.609 0.1 -0.2 0.1
H -5.172 -0.544 -2.933 -0.1 0.3 -0.4
H -3.154 -1.879 -1.072 -0.1 -0.2 0.0
H -3.805 -0.288 -0.787 0.1 0.3 -0.1
H -2.757 -0.632 -2.207 -0.2 0.2 -0.1
H -4.730 -1.537 -4.967 -0.5 -0.2 -0.5
H -3.192 -1.640 -4.278 0.2 -0.1 0.4
H -3.139 -3.129 -6.170 -0.1 0.0 -0.2
H -2.938 -4.115 -4.747 -0.4 -0.1 0.1
H -4.547 -4.034 -5.618 0.2 -0.3 0.1
C -2.202 2.605 -2.194 -0.4 0.6 -0.3
C -1.591 4.052 -2.333 -0.7 -2.0 0.5
N -0.487 4.055 -3.286 -0.5 0.4 -0.1
C -1.063 4.031 -4.676 1.2 -1.0 0.4
C -0.064 3.225 -5.542 -0.6 0.3 0.3
C 0.407 5.205 -3.090 0.2 -0.8 0.9
C 1.311 5.036 -1.818 -0.6 -0.1 -1.1
H -3.158 2.660 -1.674 -0.1 0.1 0.1
H -1.615 1.879 -1.631 0.5 0.4 0.0
H -2.438 2.119 -3.140 0.1 0.2 -0.2
H -2.369 4.766 -2.604 -0.3 0.1 -0.3
H -1.363 4.303 -1.297 0.8 0.3 -0.1
H -2.014 3.497 -4.709 0.0 0.1 0.4
H -1.265 5.047 -5.014 0.2 0.2 -0.3
H 0.074 2.243 -5.089 0.0 0.1 0.2
H -0.431 3.013 -6.545 0.2 0.5 -0.2
H 0.898 3.738 -5.524 0.1 -0.1 -0.4
H -0.159 6.130 -2.983 -0.1 0.3 -0.1
H 1.061 5.308 -3.956 0.0 0.0 -0.1
H 2.003 5.879 -1.815 0.0 0.1 0.3
H 1.877 4.107 -1.886 0.0 -0.1 -0.2
H 0.734 4.985 -0.895 0.0 0.3 0.0
C 1.822 -3.215 4.962 0.5 -0.1 0.3
C 1.815 -1.792 4.409 -0.7 -0.1 1.5
N 2.110 -0.776 5.442 1.4 1.5 -0.8
C 2.413 0.532 4.744 -0.4 -0.5 1.6
C 3.060 1.543 5.715 0.3 -0.5 0.0
C 1.193 -0.664 6.606 0.4 -0.6 -1.5
C -0.194 -0.297 6.150 -1.0 0.1 0.4
H 1.114 -3.467 5.752 -0.5 0.3 -0.3
H 2.776 -3.412 5.450 0.3 0.0 -0.2
H 1.701 -3.927 4.145 -0.1 0.0 0.0
H 2.607 -1.748 3.662 -0.1 0.2 -0.1
H 0.852 -1.590 3.940 0.1 0.0 -0.3
H 3.072 0.333 3.899 0.2 -0.2 0.1
H 1.514 0.969 4.310 -0.4 0.1 -0.2
H 3.811 1.015 6.303 0.1 -0.1 0.0
H 3.584 2.354 5.209 -0.1 0.1 -0.2
H 2.396 1.986 6.457 -0.3 0.0 -0.3
H 1.541 0.073 7.330 0.4 -0.1 -0.1
H 1.269 -1.657 7.051 -0.4 0.1 0.4
H -0.203 0.677 5.660 0.1 0.0 -0.2
H -0.911 -0.190 6.964 0.1 -0.1 0.3
H -0.647 -1.036 5.489 0.2 0.0 -0.2
C -0.077 8.100 5.406 0.2 -0.1 -0.4
C -0.064 6.516 5.333 0.6 2.1 -0.5
N 0.818 5.965 4.242 -1.3 -0.3 0.3
C 2.251 6.312 4.384 -1.3 1.0 0.7
C 2.834 6.185 5.804 1.2 -0.3 -0.8
C 0.551 4.517 4.190 0.2 0.4 1.0
C 1.152 3.763 3.078 0.7 -0.6 -1.4
H -0.714 8.547 6.169 -0.1 -0.7 0.4
H -0.438 8.623 4.520 0.0 -0.6 -0.5
H 0.899 8.550 5.592 0.3 -0.3 0.1
H 0.248 6.193 6.327 0.1 -0.4 0.1
H -1.099 6.204 5.196 0.2 -0.3 -0.3
H 2.836 5.817 3.609 0.0 -0.5 0.3
H 2.316 7.354 4.071 0.0 0.3 0.2
H 3.838 6.609 5.790 0.2 0.1 -0.1
H 2.350 6.736 6.611 -0.4 -0.3 -0.3
H 3.024 5.138 6.040 -0.4 -0.1 0.4
H -0.500 4.260 4.063 -0.4 0.8 0.5
H 0.871 4.075 5.134 0.0 -0.4 0.4
H 2.240 3.700 3.066 0.1 0.0 0.1
H 0.816 4.172 2.125 0.1 0.2 -0.2
H 0.760 2.746 3.105 0.1 -0.2 0.0
C 4.250 -0.783 -1.066 -0.3 -0.4 -0.9
C 3.396 -1.213 -2.290 -0.3 0.6 -0.4
N 2.061 -0.577 -2.498 0.1 -0.2 0.1
C 2.068 0.904 -2.515 0.0 -0.7 -0.8
C 2.785 1.595 -3.692 -0.6 -0.3 0.1
C 1.347 -1.270 -3.658 -0.2 1.0 1.1
C -0.088 -0.757 -3.928 1.1 0.3 0.3
H 3.940 -1.265 -0.138 -0.1 0.3 0.0
H 4.326 0.301 -0.989 -0.3 0.1 0.3
H 5.273 -1.100 -1.270 0.0 -0.2 0.0
H 3.974 -1.001 -3.190 0.4 0.0 -0.2
H 3.240 -2.292 -2.296 0.0 0.0 0.2
H 2.505 1.336 -1.615 -0.1 -0.5 0.4
H 1.012 1.172 -2.488 0.0 0.4 -0.2
H 3.860 1.420 -3.736 0.0 -0.2 0.1
H 2.612 2.666 -3.585 0.0 0.2 -0.2
H 2.346 1.275 -4.638 0.1 0.1 -0.1
H 1.912 -1.124 -4.579 0.3 -0.4 -0.1
H 1.280 -2.319 -3.368 0.4 -0.1 -0.2
H -0.644 -1.453 -4.556 0.1 0.0 0.0
H -0.641 -0.588 -3.004 0.0 0.0 0.0
H 0.049 0.189 -4.453 -0.6 0.1 0.0
C 2.366 -7.275 -2.584 -0.5 -0.3 0.6
C 2.491 -6.263 -1.474 0.2 -0.3 -0.4
O 2.523 -5.079 -1.728 0.1 1.2 0.1
N 2.573 -6.754 -0.213 0.2 -0.7 -0.7
C 2.697 -5.936 0.946 -0.2 0.7 0.7
H 3.326 -7.498 -3.052 0.0 0.0 0.2
H 1.679 -6.891 -3.338 0.1 0.0 0.1
H 1.931 -8.153 -2.106 0.1 -0.4 -0.6
H 2.458 -7.748 -0.075 0.1 0.2 -0.1
H 1.712 -5.829 1.402 0.1 0.1 0.4
H 3.034 -4.930 0.697 0.0 -0.1 -0.3
H 3.412 -6.344 1.660 -0.1 -0.2 0.0
C 1.096 0.128 0.648 -0.5 -0.1 -0.3
C 0.552 -1.267 0.631 0.8 -0.8 1.4
O 0.465 -1.897 1.693 -0.4 0.2 -1.0
N 0.253 -1.775 -0.573 0.2 -0.2 0.4
C -0.086 -3.167 -0.659 -0.3 -0.5 0.1
H 2.178 0.104 0.515 0.0 0.0 0.0
H 0.831 0.537 1.623 0.1 0.3 -0.2
H 0.614 0.605 -0.205 0.2 0.7 0.2
H 0.695 -1.355 -1.378 0.3 0.4 0.0
H 0.492 -3.824 -0.010 0.3 0.3 0.2
H 0.142 -3.508 -1.669 -0.6 -0.1 0.0
H -1.121 -3.251 -0.327 -0.1 -0.5 -0.5
```
Forces are in eV/Å.

Values from the calculation:
⟨S²⟩   0.754
HOMO level (alpha / beta)   -9.296 / -9.296 eV
Molecular weight   955.73 u
Relative energy (zero: lowest compared OMol25 entry of this formula, charge and spin)   0.0 kcal per mole
Largest force on an atom   4.02 eV/A
Spin multiplicity   2
Lowest unoccupied orbital energy (alpha / beta)   -2.1 / -6.8 eV
Charge   +1